Record 1
{
  "formula": "C42H39IN7Ti",
  "method": "ωB97M-V with the def2-TZVPD basis set",
  "molar_mass_da": 816.59,
  "max_force_ev_per_a": 0.9,
  "homo_energy_ev": -10.12,
  "charge": 1,
  "symbols": ["Ti", "C", "C", "C", "N", "C", "C", "C", "C", "C", "C", "C", "N", "C", "C", "C", "N", "C", "C", "C", "C", "C", "C", "C", "N", "C", "C", "H", "H", "H", "H", "H", "H", "H", "H", "H", "H", "H", "H", "H", "H", "H", "H", "H", "H", "H", "H", "H", "H", "H", "H", "H", "H", "I", "C", "C", "C", "C", "C", "C", "C", "C", "C", "C", "H", "H", "H", "H", "H", "H", "N", "C", "C", "C", "C", "C", "C", "C", "N", "C", "C", "N", "C", "H", "H", "H", "H", "H", "H", "H"],
  "xyz": [[0.7157, -1.2089, 0.7103], [-3.3244, 0.1988, 1.3054], [-3.0655, 0.0721, -0.2084], [-1.8678, -0.7830, -0.6979], [-1.1875, -1.5465, 0.3478], [-1.7712, -2.5592, 0.9938], [-3.0215, -3.0679, 0.6452], [-3.8616, -3.9481, 1.3196], [-3.7194, -4.4830, 2.5826], [-2.5800, -4.4123, 3.3769], [-1.3240, -3.9280, 3.0727], [-0.8620, -3.2007, 1.9609], [0.4309, -2.9637, 1.7043], [1.4444, -3.9400, 2.1133], [2.6793, -3.3376, 2.7734], [3.2635, -2.2097, 1.9277], [2.3336, -1.0908, 1.8922], [2.4436, -0.0464, 2.6855], [3.4056, 0.0536, 3.7171], [3.8393, 1.1467, 4.4255], [3.5031, 2.4933, 4.2687], [2.5232, 2.9905, 3.4469], [1.5638, 2.3115, 2.6878], [1.3966, 0.9581, 2.4317], [0.3298, 0.4245, 1.7861], [-0.9213, 1.1834, 1.6273], [-2.1177, 0.4300, 2.2366], [-3.8432, -0.6942, 1.6569], [-4.0309, 1.0227, 1.4235], [-2.9375, 1.0737, -0.6292], [-3.9837, -0.3168, -0.6522], [-1.1157, -0.1311, -1.1493], [-2.1901, -1.4645, -1.4913], [-3.4006, -2.7063, -0.3037], [-4.7833, -4.1890, 0.8023], [-4.5631, -5.0280, 2.9851], [-2.6639, -4.8692, 4.3565], [-0.5734, -4.1050, 3.8333], [1.7610, -4.4603, 1.2016], [1.0094, -4.6963, 2.7649], [3.4206, -4.1304, 2.8877], [2.4310, -2.9519, 3.7660], [3.4026, -2.5612, 0.8990], [4.2436, -1.8947, 2.2845], [3.8783, -0.8816, 3.9879], [4.5960, 0.9353, 5.1727], [4.0705, 3.2097, 4.8482], [2.4378, 4.0709, 3.4170], [0.8571, 2.9608, 2.1883], [-1.0791, 1.3650, 0.5610], [-0.8389, 2.1548, 2.1086], [-2.4619, 0.9782, 3.1152], [-1.7520, -0.5242, 2.6109], [0.6482, -3.4714, -1.6213], [2.4839, -2.6401, -2.1770], [3.2582, -3.3616, -3.0358], [4.4807, -2.8220, -3.4915], [4.8483, -1.5718, -3.1023], [4.0332, -0.8026, -2.2333], [4.4032, 0.5230, -1.9075], [3.5824, 1.2976, -1.1444], [2.4043, 0.7495, -0.6061], [2.0165, -0.5614, -0.8102], [2.8236, -1.3387, -1.7049], [2.9347, -4.3330, -3.3829], [5.0989, -3.3991, -4.1657], [5.7671, -1.1300, -3.4686], [5.3372, 0.9113, -2.2955], [3.8405, 2.3273, -0.9308], [1.7870, 1.4178, -0.0211], [-6.6588, 7.1130, -3.9508], [-5.7268, 6.4465, -3.8732], [-4.5702, 5.5934, -3.7636], [-3.9741, 5.0651, -4.9027], [-2.9012, 4.1999, -4.7889], [-2.4242, 3.8413, -3.5342], [-3.0005, 4.3924, -2.3945], [-4.0638, 5.2680, -2.5092], [-1.3780, 2.8873, -3.4184], [-0.9309, 2.0264, -4.4033], [-0.0455, 1.1921, -3.8017], [0.0733, 1.5001, -2.4636], [-0.7302, 2.5119, -2.2742], [-4.3545, 5.3282, -5.8800], [-2.4423, 3.8110, -5.6856], [-2.6404, 4.1344, -1.4093], [-4.5134, 5.6926, -1.6223], [-1.2723, 2.0743, -5.4203], [0.5214, 0.3896, -4.2448], [-0.8542, 3.0340, -1.3396]],
  "nbo_charge": [1.912, -0.406, -0.414, -0.264, -0.755, 0.334, -0.312, -0.116, -0.244, -0.124, -0.265, 0.223, -0.690, -0.220, -0.407, -0.229, -0.648, 0.240, -0.269, -0.111, -0.244, -0.131, -0.293, 0.310, -0.742, -0.224, -0.392, 0.215, 0.218, 0.207, 0.222, 0.251, 0.212, 0.230, 0.226, 0.230, 0.227, 0.225, 0.210, 0.213, 0.231, 0.208, 0.221, 0.220, 0.223, 0.224, 0.229, 0.224, 0.220, 0.197, 0.209, 0.220, 0.209, 0.308, -0.143, -0.241, -0.209, -0.160, -0.083, -0.155, -0.239, -0.095, -0.539, -0.024, 0.232, 0.228, 0.220, 0.219, 0.220, 0.200, -0.274, 0.263, -0.179, -0.136, -0.244, 0.258, -0.264, -0.127, -0.380, -0.080, -0.086, -0.463, 0.173, 0.239, 0.226, 0.218, 0.235, 0.226, 0.220, 0.195]
}

Record 2
{
  "formula": "C2H4F3N3",
  "method": "ωB97M-V with the def2-TZVPD basis set",
  "molar_mass_da": 127.07,
  "max_force_ev_per_a": 5.5,
  "smiles": "NC(N)=NC(F)(F)F",
  "homo_energy_ev": -9.72,
  "charge": 0,
  "e_above_lowest_kcal_mol": 14.6,
  "symbols": ["N", "C", "N", "N", "C", "F", "F", "F", "H", "H", "H", "H"],
  "xyz": [[-1.6997, -1.0028, 0.1369], [-0.6007, -0.2084, 0.1496], [-0.9616, 1.0525, -0.1369], [0.6701, -0.8728, 0.3942], [1.7902, -0.0874, 0.2676], [1.9560, 0.5406, -0.9347], [2.9123, -0.8388, 0.3468], [1.8648, 1.0179, 1.0773], [-1.4704, -1.9407, 0.1323], [-2.3778, -0.5343, -0.4551], [-0.2309, 1.7003, -0.3639], [-1.8523, 1.1738, -0.6142]],
  "nbo_charge": [-0.774, 0.649, -0.789, -0.676, 1.044, -0.374, -0.320, -0.359, 0.415, 0.375, 0.422, 0.386]
}

Record 3
{
  "formula": "C33H34N2O3",
  "method": "ωB97M-V with the def2-TZVPD basis set",
  "molar_mass_da": 506.65,
  "max_force_ev_per_a": 1.5,
  "homo_energy_ev": -6.37,
  "charge": 0,
  "e_above_lowest_kcal_mol": 0.0,
  "symbols": ["C", "C", "O", "C", "C", "C", "C", "C", "C", "C", "C", "C", "O", "O", "H", "H", "H", "H", "H", "H", "H", "H", "H", "H", "H", "C", "N", "C", "C", "C", "C", "C", "C", "C", "N", "C", "C", "C", "C", "C", "C", "C", "C", "C", "C", "C", "C", "C", "C", "H", "H", "H", "H", "H", "H", "H", "H", "H", "H", "H", "H", "H", "H", "H", "H", "H", "H", "H", "H", "H", "H", "H"],
  "xyz": [[4.6307, -2.0686, 3.7191], [3.9558, -0.7562, 3.4340], [2.5638, -1.1155, 3.2786], [1.7632, -0.0333, 3.0106], [0.4015, -0.4971, 2.9719], [-0.7402, 0.3337, 3.0483], [-2.0674, -0.3335, 3.2985], [-2.2531, -1.7232, 3.3053], [-3.5138, -2.2943, 3.5244], [-4.6300, -1.4722, 3.7177], [-4.4619, -0.0787, 3.7205], [-3.1942, 0.4793, 3.5251], [-0.7035, 1.5771, 2.9456], [2.2650, 1.0837, 2.8563], [5.7122, -1.9672, 3.7968], [4.2592, -2.4770, 4.6626], [4.4004, -2.7910, 2.9325], [4.0743, -0.0564, 4.2773], [4.3328, -0.2998, 2.5047], [0.3065, -1.5564, 3.1803], [-1.3983, -2.3631, 3.1250], [-3.6183, -3.3789, 3.5291], [-5.6236, -1.9078, 3.8635], [-5.3173, 0.5847, 3.8691], [-3.0684, 1.5620, 3.5359], [5.3755, 0.1711, -1.2130], [4.0864, 0.8436, -1.2492], [3.4519, 1.3621, -0.1611], [2.2048, 1.9180, -0.5509], [1.2407, 2.4612, 0.2977], [0.2762, 3.4430, -0.0498], [0.3549, 4.3064, -1.1779], [-0.7403, 5.0447, -1.5976], [-1.9728, 4.9688, -0.8756], [-3.0967, 5.5990, -1.3272], [-3.0209, 6.5652, -2.4057], [-2.0036, 6.1647, -3.4599], [-0.6440, 5.8847, -2.8289], [-4.2702, 5.7356, -0.4758], [-4.5036, 4.4923, 0.3585], [-3.2587, 4.1543, 1.1680], [-2.0052, 4.2422, 0.3515], [-0.8666, 3.5994, 0.7746], [2.1070, 1.6920, -1.9959], [1.0574, 1.8022, -2.8998], [1.2141, 1.2781, -4.1936], [2.4058, 0.6319, -4.5736], [3.4725, 0.5060, -3.6630], [3.2986, 1.0362, -2.3925], [5.5131, -0.3894, -2.1384], [6.2023, 0.8846, -1.1000], [5.4104, -0.5180, -0.3612], [3.8984, 1.3549, 0.8290], [1.2277, 2.1038, 1.3244], [1.2921, 4.3766, -1.7345], [-4.0192, 6.6548, -2.8509], [-2.7496, 7.5582, -2.0027], [-2.3526, 5.2726, -3.9910], [-1.9113, 6.9703, -4.1910], [-0.1484, 6.8375, -2.5827], [0.0095, 5.3810, -3.5498], [-4.1468, 6.6039, 0.1967], [-5.1325, 5.9407, -1.1220], [-5.3496, 4.6579, 1.0266], [-4.7514, 3.6518, -0.2959], [-3.1853, 4.8376, 2.0292], [-3.3324, 3.1431, 1.5881], [-0.8620, 3.1110, 1.7448], [0.1322, 2.2803, -2.5811], [0.3946, 1.3766, -4.9134], [2.4955, 0.2205, -5.5809], [4.4095, 0.0122, -3.9091]],
  "mulliken_charge": [-1.409, 0.330, -0.275, 0.576, -1.132, 0.996, 0.385, -0.187, -0.784, -0.289, -0.656, -0.190, -0.804, -0.762, 0.418, 0.338, 0.313, 0.299, -0.116, 0.241, 0.311, 0.361, 0.356, 0.348, 0.367, -0.900, 0.177, -0.833, 0.314, 0.063, -0.036, -1.676, 0.943, 0.633, 0.022, -0.637, -0.834, -0.871, -0.626, -0.898, -0.502, 0.382, -1.092, 0.696, -0.050, -0.965, -0.639, -0.889, 0.056, 0.301, 0.321, 0.316, 0.657, 0.613, 0.643, 0.403, 0.281, 0.307, 0.380, 0.293, 0.372, 0.274, 0.409, 0.398, 0.316, 0.367, 0.080, 0.921, 0.469, 0.386, 0.363, 0.256]
}

Record 4
{
  "formula": "FNO2S",
  "method": "ωB97M-V with the def2-TZVPD basis set",
  "molar_mass_da": 97.07,
  "max_force_ev_per_a": 3.1,
  "homo_energy_ev": [-10.72, -9.14],
  "charge": 0,
  "e_above_lowest_kcal_mol": 70.9,
  "symbols": ["N", "O", "O", "F", "S"],
  "xyz": [[1.3257, 0.6265, -0.0659], [-2.2885, -0.9185, -0.0828], [-0.1002, 0.5402, -0.0004], [1.9450, -0.6309, 0.1673], [-1.7132, 0.3641, 0.0622]],
  "nbo_charge": [0.371, -0.795, -0.676, -0.247, 1.347]
}

no.,DFT total energy (eV)
1,-85828.01084
2,-14761.75982
3,-43894.73732
4,-19131.29708